Entry i
Below is 2 unconnected molecules or ions with the total composition C2H7Cl3NSi, with properties calculated with ωB97M-V/def2-TZVPD.

Each atom is followed by the atoms it is bonded to, with distances in Å.
Positions of all 14 atoms, in Å:
1 H -1.8699 0.8843 1.3085  C11 1.061
2 C -0.1398 0.2526 0.0598  N9 1.494, C11 1.543, Si13 1.955
3 H -0.0133 2.0147 -0.8109  no bonds
4 H 1.3567 -0.3142 1.3980  N9 0.967
5 H -1.8223 -0.8791 1.1488  C11 1.093
6 H 1.9164 0.7333 0.3365  N9 1.107
7 Cl -0.7877 -0.7526 -2.9414  Si13 1.930
8 H 0.8163 1.1752 1.6101  N9 0.977
9 N 1.0340 0.4830 0.9554  C2 1.494, H4 0.967, H6 1.107, H8 0.977
10 Cl 2.3501 -0.1911 -1.6133  Si13 2.057
11 C -1.5282 0.0775 0.7095  H1 1.061, C2 1.543, H5 1.093, H14 1.057
12 Cl 0.4658 -2.7457 -0.6149  Si13 2.046
13 Si 0.4175 -0.8735 -1.4386  C2 1.955, Cl7 1.930, Cl10 2.057, Cl12 2.046
14 H -2.1957 0.1358 -0.1076  C11 1.057

Output
Gap between HOMO and LUMO = 9.5 eV
Charge = +1
2S+1 = 1
HOMO = -14.6 eV
LUMO energy = -5.050 eV

---

Entry ii
Below is 2 unconnected molecules or ions with the total composition C2H7Cl3NSi, with properties calculated with ωB97M-V/def2-TZVPD.

Each atom is followed by the atoms it is bonded to, with distances in Å.
Positions of all 14 atoms, in Å:
1 H 3.2157 -0.8096 -0.7072  C5 1.104
2 C 1.4933 -1.3387 0.4670  C5 1.321, H6 1.154, H8 1.086
3 Cl -4.4662 1.5440 0.6337  Si14 2.025
4 N 1.3377 0.4903 -1.0924  C5 1.549, H7 1.088, H9 1.062, H13 1.089
5 C 2.1833 -0.5945 -0.3791  H1 1.104, C2 1.321, N4 1.549
6 H 0.4177 -0.9720 0.6673  C2 1.154
7 H 0.4999 0.1860 -1.7159  N4 1.088
8 H 1.9783 -2.0252 1.1540  C2 1.086
9 H 1.8202 1.2292 -1.6833  N4 1.062
10 Cl -1.2295 1.5872 0.0625  Si14 1.978
11 Cl -3.1096 -1.1955 -0.1274  Si14 1.999
12 H -2.3349 0.3295 2.1628  Si14 1.421
13 H 0.9177 1.0418 -0.2519  N4 1.089
14 Si -2.7236 0.5276 0.8100  Cl3 2.025, Cl10 1.978, Cl11 1.999, H12 1.421

Output
Gap between HOMO and LUMO = 10.8 eV
Charge = +1
2S+1 = 1
HOMO = -14.6 eV
LUMO energy = -3.765 eV

---

Sorted by energy, starting with the most stable: entry ii, entry i.

---

Entry i
Below is C3H5F2N in the gas phase, with properties calculated with ωB97M-V/def2-TZVPD.

Each atom is followed by the atoms it is bonded to, with distances in Å.
Positions of all 11 atoms, in Å:
1 N -0.8657 1.1548 0.1751  H3 0.995, C8 1.403, H11 1.076
2 H 1.6571 -0.5190 -0.6683  C4 1.029
3 H -0.5984 1.8154 0.8701  N1 0.995
4 C 1.0835 -0.7889 0.1418  H2 1.029, H6 1.021, C7 1.483, C8 1.731
5 F -0.6068 -0.1548 1.9585  C8 1.339
6 H 1.5652 -1.1719 0.9567  C4 1.021
7 C -0.2609 -1.3820 -0.0587  C4 1.483, C8 1.469, H9 1.058, F10 1.362
8 C -0.4247 -0.0962 0.6333  N1 1.403, C4 1.731, F5 1.339, C7 1.469
9 H -0.7177 -1.5277 -1.0018  C7 1.058
10 F -0.4317 -2.4498 0.7685  C7 1.362
11 H -1.9401 1.2018 0.1890  N1 1.076

Output
Gap between HOMO and LUMO = 10.5 eV
SMILES string = N[C@]1(F)C[C@H]1F
Charge = 0
2S+1 = 1
HOMO = -9.4 eV
LUMO energy = 1.056 eV

---

Entry ii
Below is 2 unconnected molecules or ions with the total composition C3H5F2N, with properties calculated with ωB97M-V/def2-TZVPD.

Each atom is followed by the atoms it is bonded to, with distances in Å.
Positions of all 11 atoms, in Å:
1 H 3.2537 -1.9723 -0.0346  N8 0.994
2 H -2.4068 0.3302 0.5845  C10 1.057
3 F 2.7741 0.5963 -0.1186  C4 1.346
4 C 3.8941 -0.1309 0.0491  F3 1.346, F6 1.299, N8 1.217
5 H -2.0373 1.5347 -0.4812  C10 1.050
6 F 4.8710 0.7253 0.0324  C4 1.299
7 H 0.0537 -0.5123 0.6602  C11 1.122
8 N 4.0193 -1.3411 0.0286  H1 0.994, C4 1.217
9 H 0.3184 0.6900 -0.7022  C11 1.020
10 C -1.5989 0.7297 0.0318  H2 1.057, H5 1.050, C11 1.345
11 C -0.3306 0.2861 -0.0276  H7 1.122, H9 1.020, C10 1.345

Output
Gap between HOMO and LUMO = 10.9 eV
SMILES string = N=C(F)F.C=C
Charge = 0
2S+1 = 1
HOMO = -10.1 eV
LUMO energy = 0.817 eV

---

Sorted by energy, starting with the most stable: entry ii, entry i.